{
  "formula": "C70H179N13O22",
  "method": "ωB97M-V/def2-TZVPD",
  "total_energy_ha": -5140.8750,
  "e_homo_ev": -8.013,
  "e_above_lowest_kj_mol": 422.80,
  "lumo_ev": 0.6,
  "max_force_ev_per_a": 2.903,
  "gap_ev": 8.58,
  "symbols": ["C", "O", "C", "C", "N", "C", "C", "O", "C", "H", "H", "H", "H", "H", "H", "H", "H", "H", "H", "H", "H", "H", "H", "H", "C", "O", "C", "C", "N", "C", "C", "O", "C", "H", "H", "H", "H", "H", "H", "H", "H", "H", "H", "H", "H", "H", "H", "H", "C", "O", "C", "C", "N", "C", "C", "O", "C", "H", "H", "H", "H", "H", "H", "H", "H", "H", "H", "H", "H", "H", "H", "H", "C", "O", "C", "C", "N", "C", "C", "O", "C", "H", "H", "H", "H", "H", "H", "H", "H", "H", "H", "H", "H", "H", "H", "H", "C", "O", "C", "C", "N", "C", "C", "O", "C", "H", "H", "H", "H", "H", "H", "H", "H", "H", "H", "H", "H", "H", "H", "H", "C", "O", "C", "C", "N", "C", "C", "O", "C", "H", "H", "H", "H", "H", "H", "H", "H", "H", "H", "H", "H", "H", "H", "H", "C", "O", "C", "C", "N", "C", "C", "O", "C", "H", "H", "H", "H", "H", "H", "H", "H", "H", "H", "H", "H", "H", "H", "H", "C", "O", "C", "C", "N", "C", "C", "O", "C", "H", "H", "H", "H", "H", "H", "H", "H", "H", "H", "H", "H", "H", "H", "H", "C", "O", "C", "C", "N", "C", "C", "O", "C", "H", "H", "H", "H", "H", "H", "H", "H", "H", "H", "H", "H", "H", "H", "H", "C", "C", "C", "O", "C", "N", "H", "H", "H", "H", "H", "H", "H", "H", "H", "H", "H", "C", "C", "C", "O", "C", "N", "H", "H", "H", "H", "H", "H", "H", "H", "H", "H", "H", "C", "C", "C", "O", "C", "N", "H", "H", "H", "H", "H", "H", "H", "H", "H", "H", "H", "C", "C", "C", "O", "C", "N", "H", "H", "H", "H", "H", "H", "H", "H", "H", "H", "H"],
  "xyz": [[7.93502, 28.47866, 26.78009], [8.58856, 28.04065, 25.65511], [9.66353, 27.06398, 25.77064], [10.48042, 27.03140, 24.40928], [11.58724, 26.08524, 24.50845], [12.62410, 26.61142, 25.44789], [13.91747, 25.72024, 25.38054], [14.88585, 26.08129, 24.38506], [15.71203, 27.21643, 24.62015], [7.13446, 29.20255, 26.62780], [8.63252, 29.01225, 27.42576], [7.66694, 27.64315, 27.42675], [9.27209, 26.06562, 25.96594], [10.25962, 27.29167, 26.65434], [10.81615, 28.04656, 24.19755], [9.84835, 26.78781, 23.55532], [12.04064, 26.10786, 23.60622], [12.30594, 26.52930, 26.48718], [12.90277, 27.63197, 25.18537], [13.60482, 24.68449, 25.24799], [14.39329, 25.79187, 26.35858], [16.49886, 26.81968, 25.26170], [15.22004, 27.94788, 25.26126], [16.14252, 27.60144, 23.69574], [18.03838, 12.31892, 22.59713], [17.95894, 13.72904, 22.47582], [19.25643, 14.34727, 22.52266], [18.91368, 15.85029, 22.53557], [20.05513, 16.64088, 22.19961], [19.89383, 18.05656, 22.13647], [19.84693, 18.63754, 23.49904], [19.91294, 20.05502, 23.35778], [19.91041, 20.70961, 24.62276], [17.15198, 11.71839, 22.39281], [18.28997, 12.16238, 23.64608], [18.85733, 11.97414, 21.96583], [19.92440, 14.12811, 21.68966], [19.83226, 14.06553, 23.40421], [18.49754, 16.18228, 23.48673], [18.12018, 16.08734, 21.82687], [20.19484, 16.36703, 21.23753], [19.02775, 18.32240, 21.53038], [20.69706, 18.39159, 21.48020], [20.66955, 18.29998, 24.12947], [19.03544, 18.24698, 24.11309], [19.89082, 21.78303, 24.43437], [20.83695, 20.53518, 25.16974], [19.04577, 20.53964, 25.26434], [12.77678, 14.11065, 20.21167], [11.49190, 14.37623, 20.83899], [11.12258, 13.35968, 21.78101], [9.76320, 13.75453, 22.37877], [9.93374, 15.00003, 23.11724], [8.75917, 15.54230, 23.74285], [8.83947, 17.06560, 23.75532], [9.01113, 17.52511, 22.43270], [9.37744, 18.88008, 22.20851], [12.89017, 13.16999, 19.67279], [13.59726, 14.04712, 20.92642], [12.98689, 14.93414, 19.52916], [11.77186, 13.29286, 22.65398], [11.15044, 12.39646, 21.27158], [9.36082, 12.92988, 22.96711], [9.08364, 13.88237, 21.53617], [10.35233, 15.64948, 22.46677], [8.61720, 15.19498, 24.76623], [7.82164, 15.31672, 23.23466], [9.66039, 17.40575, 24.38659], [7.90067, 17.52537, 24.06414], [9.42475, 19.14330, 21.15183], [10.40570, 19.15784, 22.44010], [8.69931, 19.67376, 22.52206], [9.58471, 22.44414, 23.45845], [10.69613, 21.47965, 23.55141], [11.67078, 21.75152, 24.47351], [12.65575, 20.58677, 24.54006], [11.86937, 19.39497, 25.00751], [12.67079, 18.10515, 25.04328], [13.72685, 17.90457, 26.14408], [14.84768, 18.74416, 25.79376], [16.03696, 18.44604, 26.47506], [8.95522, 22.08951, 22.64231], [9.99272, 23.44703, 23.33263], [8.95228, 22.41835, 24.34584], [11.23674, 21.96307, 25.45072], [12.13330, 22.69685, 24.18977], [13.51240, 20.82062, 25.17218], [13.06187, 20.38328, 23.54922], [11.14085, 19.18522, 24.34016], [13.13627, 17.94970, 24.07000], [11.98637, 17.25705, 25.06327], [13.95202, 16.85973, 26.35791], [13.33219, 18.26662, 27.09343], [16.49371, 17.47463, 26.28578], [15.76456, 18.49420, 27.52937], [16.81716, 19.19286, 26.32800], [17.98511, 16.54735, 15.53505], [17.36862, 17.34885, 16.52524], [18.07610, 17.49658, 17.76179], [17.08885, 18.18984, 18.70184], [16.68817, 19.43722, 18.11163], [15.62947, 20.09302, 18.86814], [14.85719, 21.19998, 18.17662], [14.52316, 20.75094, 16.82931], [13.98830, 21.85334, 16.14474], [18.01587, 15.55964, 15.99503], [19.01040, 16.82740, 15.29327], [17.43048, 16.32663, 14.62303], [18.97316, 18.09024, 17.58584], [18.32058, 16.51948, 18.17845], [17.56032, 18.31577, 19.67650], [16.23981, 17.52352, 18.85427], [16.24950, 19.21124, 17.23038], [16.00590, 20.57657, 19.76957], [14.86858, 19.35707, 19.12797], [15.48665, 22.08870, 18.13141], [13.98330, 21.52039, 18.74385], [13.76226, 21.68507, 15.09180], [14.53842, 22.78768, 16.25644], [13.10496, 22.14444, 16.71313], [14.46227, 13.48677, 10.75100], [14.55302, 12.78360, 11.95287], [15.03508, 13.55646, 13.07716], [15.27898, 12.50399, 14.23493], [15.94257, 12.97599, 15.42021], [15.02434, 13.85760, 16.18413], [15.69735, 14.29869, 17.51766], [15.60593, 13.26922, 18.53716], [16.34540, 13.53673, 19.72162], [14.06068, 14.49371, 10.86459], [13.80745, 12.90634, 10.10107], [15.45863, 13.50688, 10.30946], [14.34713, 14.39110, 13.21208], [16.04626, 13.91167, 12.87856], [15.69168, 11.55610, 13.88957], [14.29188, 12.12244, 14.49598], [16.25895, 12.12012, 15.85321], [13.99238, 13.53605, 16.32468], [15.02935, 14.78914, 15.61818], [15.16581, 15.16642, 17.90830], [16.75336, 14.49138, 17.32845], [16.08780, 14.49672, 20.16901], [17.41293, 13.34648, 19.61073], [15.94250, 12.71267, 20.31042], [12.27052, 19.50959, 20.25524], [12.50878, 19.17404, 18.93165], [11.40855, 18.49204, 18.29900], [12.02875, 17.78285, 17.04378], [12.70314, 18.67013, 16.09193], [13.58254, 17.99176, 15.07554], [12.84456, 17.00493, 14.17608], [12.74776, 15.80962, 14.92470], [11.98014, 14.80760, 14.25544], [12.11776, 18.66227, 20.92368], [11.47095, 20.22628, 20.44271], [13.16337, 19.99201, 20.65296], [10.57632, 19.11425, 17.96983], [10.97340, 17.73342, 18.94956], [11.39992, 17.09297, 16.48099], [12.74032, 17.09160, 17.49536], [13.21322, 19.31607, 16.67732], [14.42390, 17.49464, 15.55832], [13.93903, 18.77375, 14.40508], [13.45270, 16.71459, 13.31936], [11.89725, 17.45122, 13.87352], [10.91856, 15.05308, 14.28533], [11.97533, 13.82075, 14.71827], [12.21606, 14.75262, 13.19270], [16.27999, 23.10336, 26.36643], [17.43370, 23.85081, 26.04081], [17.94444, 24.58929, 27.09527], [18.54654, 23.79705, 28.21521], [19.73255, 22.98362, 27.65892], [20.50792, 22.28076, 28.66586], [19.71077, 21.21301, 29.45519], [19.43418, 20.07064, 28.65891], [18.76588, 18.99053, 29.23739], [16.13244, 22.40146, 25.54566], [15.36558, 23.63336, 26.63301], [16.41582, 22.39914, 27.18723], [17.22126, 25.32768, 27.44151], [18.73672, 25.26569, 26.77453], [17.81236, 23.15884, 28.70690], [18.90561, 24.47468, 28.98979], [19.30809, 22.24794, 27.11239], [20.75093, 23.03756, 29.41172], [21.40338, 21.77895, 28.29921], [18.77202, 21.58469, 29.86592], [20.31128, 20.88383, 30.30321], [18.50042, 18.25471, 28.47831], [17.90286, 19.29133, 29.83137], [19.46768, 18.48502, 29.90075], [15.01545, 16.93123, 21.86399], [14.90954, 18.32953, 22.17666], [16.14212, 18.91663, 22.54078], [15.91332, 20.24910, 23.18092], [15.45318, 21.19229, 22.21037], [15.28367, 22.60234, 22.58300], [14.48050, 23.37760, 21.50131], [13.11131, 22.98053, 21.21686], [12.57132, 23.75771, 20.15171], [15.35190, 16.74952, 20.84327], [14.03717, 16.45274, 21.91004], [15.71973, 16.40125, 22.50524], [16.83408, 19.00557, 21.70330], [16.65985, 18.24038, 23.22103], [16.87170, 20.55990, 23.59686], [15.29312, 20.36175, 24.07017], [14.59855, 20.95115, 21.72917], [16.26484, 23.04907, 22.74374], [14.68392, 22.71496, 23.48618], [14.98587, 23.33623, 20.53644], [14.49452, 24.43789, 21.75368], [12.41191, 24.78233, 20.48763], [11.54061, 23.40763, 20.09528], [13.08809, 23.52863, 19.21974], [20.49103, 22.62310, 21.25716], [18.93955, 22.65605, 21.45220], [18.14435, 23.53057, 20.42146], [18.37448, 24.91682, 20.65094], [17.60289, 25.77002, 19.79424], [18.44164, 21.24167, 21.25913], [20.85475, 21.99463, 20.44425], [21.09339, 22.26248, 22.09095], [20.80334, 23.64474, 21.04076], [18.62446, 22.96257, 22.44963], [17.08628, 23.27113, 20.45727], [18.43415, 23.20167, 19.42350], [16.56789, 25.65184, 20.11504], [17.75302, 25.46901, 18.75744], [17.85490, 26.81972, 19.94500], [18.80744, 20.65088, 21.99211], [17.45243, 21.30457, 21.45308], [11.98827, 26.03410, 17.20237], [13.04772, 26.64664, 16.27790], [13.14631, 28.17972, 16.34639], [11.88312, 28.72500, 16.08826], [11.39108, 28.74379, 14.72222], [14.28886, 26.07014, 16.74599], [10.99569, 26.37942, 16.91317], [12.22380, 26.26849, 18.24049], [12.00989, 24.94551, 17.15140], [12.99238, 26.35175, 15.23001], [13.92976, 28.55325, 15.68700], [13.50621, 28.63500, 17.26904], [10.31788, 28.92456, 14.66163], [11.68189, 27.86069, 14.15331], [11.92489, 29.57157, 14.25539], [15.07579, 26.69174, 16.62581], [14.45688, 25.21267, 16.23943], [13.88745, 14.45591, 24.24444], [15.01871, 14.05710, 25.21035], [15.18742, 12.55730, 25.33331], [15.10813, 11.86395, 24.10616], [15.52433, 10.49784, 24.20921], [16.23643, 14.63900, 24.77746], [12.96071, 13.96553, 24.54237], [14.09321, 14.12346, 23.22697], [13.89178, 15.54351, 24.31664], [14.86833, 14.48514, 26.20145], [14.37083, 12.23201, 25.97788], [16.14512, 12.33461, 25.80375], [15.49059, 9.97816, 23.25167], [14.85278, 9.85719, 24.78079], [16.52687, 10.39363, 24.62413], [16.46030, 14.36268, 23.83214], [16.97662, 14.17846, 25.28750], [8.81567, 25.96480, 20.51627], [8.96806, 26.08005, 18.99151], [8.51805, 24.82138, 18.25749], [9.26206, 23.72541, 18.73037], [9.03042, 22.62946, 17.90805], [8.33096, 27.28076, 18.59645], [8.97928, 26.87056, 21.10016], [9.49366, 25.18981, 20.87378], [7.77824, 25.69112, 20.70843], [10.05306, 26.15618, 18.92025], [8.68357, 25.00501, 17.19590], [7.43929, 24.71786, 18.37435], [9.64041, 21.76116, 18.15719], [9.28325, 22.82980, 16.86688], [7.97032, 22.38954, 17.99000], [8.35368, 27.82687, 19.44577], [7.35844, 27.08371, 18.40809]],
  "forces_ev_per_angstrom": [[1.12, -0.16, 2.08], [0.85, -0.72, -2.21], [-0.78, 0.59, -0.84], [-0.77, 0.42, 1.41], [0.50, 0.79, 0.79], [0.92, -1.61, -0.85], [-0.01, 1.41, 0.15], [-1.30, -0.39, -0.92], [-0.05, -1.26, 1.55], [-0.16, -0.54, -0.69], [0.41, 0.42, 0.20], [-0.83, -0.21, -0.08], [-0.34, -0.16, -0.14], [0.39, 0.37, -0.17], [0.20, 0.36, 0.17], [-0.28, -0.36, 0.29], [0.10, -0.36, -0.31], [-0.33, 0.25, -0.15], [-0.07, 0.34, 0.25], [0.22, 0.00, -0.39], [0.18, -0.03, 0.26], [0.67, 0.27, -0.08], [-0.26, 0.48, -0.51], [-0.41, -0.03, 0.08], [1.06, 0.11, 0.68], [0.22, -0.23, -0.82], [-1.34, 1.25, 0.35], [-0.53, 0.13, 0.57], [1.12, -1.35, -0.71], [-0.24, -0.20, -1.00], [0.98, 0.75, 0.66], [-0.58, -0.56, 1.47], [0.36, 1.06, -0.45], [-0.32, 0.86, -0.28], [0.22, -0.65, 0.18], [0.06, -0.34, -0.03], [-0.34, -0.31, -0.54], [-0.21, -0.09, 0.38], [0.10, -0.40, 0.33], [-0.49, -0.50, -0.34], [0.79, -0.11, -0.19], [-0.70, 0.28, 0.22], [0.42, 0.57, 0.68], [0.77, -0.05, -0.34], [-0.97, 0.52, -0.31], [0.02, 0.06, -0.25], [0.03, -0.40, 0.14], [-0.20, -0.66, -0.10], [-0.31, 0.41, 0.49], [1.27, -0.79, -0.09], [-0.45, 0.44, 0.20], [0.44, -0.01, -0.93], [0.44, -0.91, 0.19], [-0.40, 1.00, -0.28], [-0.16, 0.64, -0.08], [0.54, 0.50, -1.32], [0.34, 0.42, -0.76], [-0.80, -0.19, -0.23], [-0.05, 0.33, 0.49], [-0.16, -0.02, 0.02], [0.68, 0.20, -0.19], [-0.39, -0.21, 0.01], [0.16, 0.11, 0.38], [-0.41, 0.08, -0.20], [-0.19, 0.31, 0.01], [0.22, -0.09, 0.17], [-0.14, -0.35, -0.45], [0.13, 0.09, 0.20], [-0.10, -0.24, 0.79], [-0.40, -1.05, -0.57], [0.02, -0.34, 1.00], [-0.31, -0.39, 1.05], [1.36, -1.33, 0.37], [-2.57, -0.02, -1.36], [0.92, 0.94, 0.71], [-1.47, -0.62, -0.22], [1.90, -0.95, 0.96], [-0.25, 0.20, -0.40], [-0.53, 1.75, -0.26], [0.06, -0.85, -0.73], [-0.33, 0.15, 1.23], [0.31, 0.33, -0.22], [-0.13, 0.08, -0.26], [0.19, -0.02, 0.36], [-0.12, -0.34, 0.46], [0.69, 0.18, -0.11], [-0.32, -0.18, 0.37], [0.09, 0.14, -0.34], [-0.13, 0.50, -0.11], [0.62, 0.18, -0.14], [-0.43, 0.12, 0.48], [0.48, -0.20, -0.70], [-0.20, 0.25, 0.25], [-0.33, -0.34, -0.41], [0.45, -0.17, 0.54], [-0.28, 0.30, -0.42], [0.41, -1.41, 1.36], [-0.40, 0.50, -0.73], [-0.94, 0.03, -0.50], [0.72, -0.23, -0.43], [-0.48, 1.09, -0.17], [-0.77, 0.05, 0.61], [1.21, -0.66, -1.18], [0.77, 1.08, 0.79], [-1.00, 0.69, 0.66], [0.56, -0.50, -0.13], [0.03, 0.38, -0.04], [-0.52, 1.03, 0.11], [0.14, 0.07, 0.17], [0.25, -0.30, -0.03], [0.11, 0.31, 0.07], [-0.32, -0.34, 0.05], [0.29, -0.05, -0.44], [0.22, -0.39, 0.24], [-0.09, -0.30, 0.46], [0.25, 0.22, -0.47], [-0.39, -0.47, 0.03], [0.08, -0.42, 0.23], [1.04, -0.15, -0.26], [-0.90, -0.10, -0.43], [0.29, -0.42, -0.15], [-0.15, 0.04, 1.43], [1.20, -2.05, -0.40], [-2.14, 0.24, -0.84], [-0.50, 0.29, -0.37], [2.48, 0.55, 1.05], [-0.80, -1.30, 0.22], [0.12, 0.67, -1.24], [-1.13, -1.35, -0.42], [-0.02, 0.19, 0.06], [-0.02, 0.11, -0.07], [0.08, 0.42, -0.35], [0.10, -0.09, 0.69], [0.10, 0.54, -0.38], [0.83, 0.54, -0.66], [-0.71, 0.14, 0.18], [-0.13, 0.34, 0.97], [-0.02, -0.40, 0.00], [-0.46, 0.02, -0.13], [0.18, 0.39, -0.09], [0.01, 0.32, -0.05], [0.25, 0.15, 0.02], [0.20, 0.48, -0.15], [0.35, 0.30, 0.86], [0.51, 0.58, 1.28], [-1.20, -0.42, -0.89], [0.87, -0.62, -1.70], [0.50, -0.51, 0.42], [-0.68, -0.52, -0.24], [-0.95, 0.92, 0.60], [0.90, -0.10, 1.08], [-0.96, -1.45, 0.04], [-0.88, 0.68, 0.03], [-0.20, -0.48, -0.19], [-0.38, 0.09, -0.41], [0.16, 0.02, -0.23], [0.14, 0.77, 0.23], [0.19, -0.17, 0.23], [-0.76, 0.35, 0.35], [0.55, -0.28, 0.19], [0.59, 0.19, -0.51], [0.26, -0.17, -0.07], [0.28, 0.17, 0.21], [0.05, 0.60, -0.52], [-0.33, -0.27, -0.06], [-0.29, 0.46, 0.00], [0.94, 0.15, 0.20], [0.37, -0.21, -0.09], [0.27, -1.36, -0.07], [-0.44, -0.36, -0.36], [0.52, 1.42, 0.56], [1.39, -1.37, -0.11], [-1.21, 0.46, 0.23], [-1.48, -0.24, 1.36], [0.19, -0.73, 0.21], [0.11, 0.77, -1.57], [0.67, -0.10, 0.73], [-0.39, 0.46, -0.35], [0.12, 0.61, -0.42], [0.49, 0.09, 0.51], [-0.65, -0.21, 0.52], [0.22, -0.38, -0.82], [-0.12, -0.17, 0.00], [0.22, 0.10, -0.08], [-0.14, 0.05, -0.60], [0.57, -0.07, 0.12], [0.01, 0.37, -0.38], [-0.15, 0.32, 0.01], [0.25, 0.05, 0.31], [-0.17, 0.35, -0.18], [-0.28, 0.06, -0.10], [-0.01, -0.24, 0.39], [-0.04, 0.43, -0.36], [-0.15, -0.91, -0.30], [-0.24, -0.88, 0.65], [0.03, 1.08, 0.65], [-0.16, 1.71, -1.55], [-1.33, -0.69, -0.56], [0.24, 0.25, -0.72], [1.29, -0.21, 0.98], [-1.11, -1.15, 1.28], [0.22, 0.35, -0.32], [-0.13, 0.29, 0.35], [-0.04, 0.11, 0.43], [-0.17, 0.34, -0.45], [0.01, -0.11, 0.52], [0.58, 0.30, -0.41], [-0.38, -1.24, 0.13], [-0.01, -0.74, 0.21], [-0.08, 0.37, -0.07], [0.05, -0.02, 0.61], [0.41, -0.24, -0.16], [-0.09, 0.20, 0.38], [0.84, 0.49, -0.54], [-0.05, -0.26, -0.46], [0.13, 0.75, -0.10], [-0.47, 0.99, -0.01], [0.07, -1.71, -0.90], [1.03, -0.43, 0.46], [0.19, 0.11, -0.23], [0.01, -0.97, 0.85], [-0.17, 1.26, -0.40], [-0.71, -0.03, -0.38], [-0.52, 0.12, 0.49], [0.25, 0.08, 0.05], [0.48, 0.53, 0.23], [-0.28, 0.14, 0.46], [0.39, 0.24, -0.35], [-0.39, 0.04, -0.48], [-0.18, 0.16, -0.18], [0.42, -0.20, 0.07], [0.33, 0.21, 0.03], [-0.53, -0.31, -0.22], [-0.35, 0.38, -0.91], [0.80, -0.02, 1.09], [-0.42, -0.31, -0.56], [-1.41, 0.48, -0.45], [1.72, 0.42, 0.57], [1.08, -0.23, 0.43], [-0.11, 0.01, 0.28], [-0.05, 0.34, -0.09], [0.03, -0.10, -0.24], [-0.97, 0.18, -0.17], [0.01, -0.14, -0.92], [-0.48, -0.66, 0.70], [0.16, -0.17, 0.49], [-0.25, -0.31, 0.18], [-0.22, 0.23, -0.39], [0.20, -0.09, -0.20], [0.37, -0.04, 0.11], [0.65, -0.24, 0.95], [-0.39, -0.66, -0.95], [-1.02, -0.48, 0.62], [0.35, -0.68, -0.51], [-0.40, -0.03, -0.08], [1.59, 0.93, -0.66], [-0.20, 0.46, 0.08], [0.23, 0.12, 0.03], [-0.68, -0.03, -0.37], [-0.59, -0.32, 0.25], [-0.07, -0.54, 0.34], [0.15, -0.07, 0.30], [0.20, 0.70, -0.44], [-0.27, 0.40, 0.66], [0.15, 0.17, 0.07], [-0.15, 0.09, -0.49], [0.40, 0.27, 0.35], [-0.50, -1.36, 0.01], [1.46, -0.90, 2.23], [0.50, 1.41, 0.30], [0.24, 0.57, 0.08], [-0.25, -0.78, -0.44], [-0.51, 0.81, -0.98], [0.36, 0.26, -0.41], [-0.19, -0.12, 0.33], [-0.13, -0.30, 0.35], [0.08, 0.12, -0.86], [0.19, -0.21, -0.33], [-0.35, -0.45, 0.27], [-0.01, 0.17, 0.59], [-0.13, 0.30, -0.26], [-0.15, -0.46, -0.28], [-0.30, 0.70, -0.38], [-0.32, 0.18, -0.07]]
}